A 10-piece molecular cluster, C42H56F4O18 overall in a non-equilibrium geometry. Source: the OMol25 dataset; level of theory: the ωB97M-V functional and the def2-TZVPD basis.

Values from the calculation:
**Spin multiplicity**: 1
**Structure (SMILES)**: COC(=O)OC.COC(=O)OC.COC(=O)OC.COC(=O)OC.COC(=O)OC.COC(=O)OC.Fc1ccccc1.Fc1ccccc1.Fc1ccccc1.Fc1ccccc1
**DFT total energy**: -92183.809 eV
**Largest force on an atom**: 5.0 eV Å⁻¹
**Molecular weight**: 924.88 u

Geometry (Å):
F  0.026  1.708  -6.264
C  -0.041  2.320  -5.027
C  1.143  2.692  -4.406
C  1.156  3.353  -3.163
C  -0.056  3.573  -2.547
C  -1.209  3.113  -3.071
C  -1.216  2.597  -4.356
H  2.032  2.633  -5.017
H  2.038  3.834  -2.768
H  -0.070  4.191  -1.661
H  -2.146  3.362  -2.595
H  -2.107  2.186  -4.809
F  -2.620  -4.271  3.061
C  -1.305  -4.506  3.039
C  -0.485  -3.656  3.802
C  0.898  -3.847  3.901
C  1.427  -4.863  3.149
C  0.672  -5.728  2.371
C  -0.736  -5.534  2.279
H  -0.910  -2.808  4.317
H  1.538  -3.206  4.490
H  2.486  -5.034  3.269
H  1.181  -6.505  1.820
H  -1.322  -6.055  1.536
F  5.827  1.065  2.050
C  5.555  0.929  0.766
C  6.590  0.581  -0.139
C  6.262  0.143  -1.419
C  4.921  0.253  -1.838
C  3.901  0.741  -0.967
C  4.275  0.950  0.369
H  7.537  0.526  0.377
H  7.025  -0.230  -2.086
H  4.687  -0.066  -2.843
H  2.874  0.891  -1.267
H  3.588  1.209  1.162
F  0.679  1.874  -0.387
C  0.264  0.569  -0.103
C  0.813  -0.004  1.031
C  0.426  -1.335  1.388
C  -0.469  -2.015  0.577
C  -1.052  -1.394  -0.563
C  -0.670  -0.076  -0.883
H  1.545  0.545  1.605
H  0.838  -1.817  2.263
H  -0.737  -3.018  0.875
H  -1.548  -2.082  -1.232
H  -1.024  0.444  -1.761
C  -3.352  -8.495  -2.280
O  -3.334  -7.120  -1.764
C  -2.479  -6.252  -2.224
O  -1.591  -6.541  -3.086
O  -2.745  -4.998  -1.676
C  -3.602  -4.873  -0.583
H  -2.513  -9.027  -1.832
H  -3.244  -8.393  -3.360
H  -4.333  -8.888  -2.012
H  -4.612  -5.089  -0.931
H  -3.521  -3.852  -0.210
H  -3.383  -5.546  0.245
C  -0.783  5.697  2.363
O  -1.411  4.471  2.113
C  -1.876  4.094  0.901
O  -1.869  4.798  -0.102
O  -2.393  2.896  1.028
C  -3.040  2.234  -0.053
H  -1.593  6.375  2.634
H  -0.193  6.111  1.546
H  -0.085  5.423  3.154
H  -3.798  2.891  -0.478
H  -3.524  1.308  0.259
H  -2.329  1.969  -0.836
C  -2.177  -1.019  -7.341
O  -3.534  -1.474  -7.232
C  -4.086  -1.864  -6.077
O  -5.179  -2.370  -6.041
O  -3.322  -1.584  -5.011
C  -3.715  -1.989  -3.737
H  -1.911  -0.040  -6.942
H  -1.956  -0.845  -8.394
H  -1.543  -1.844  -7.017
H  -3.158  -1.512  -2.931
H  -3.633  -3.058  -3.545
H  -4.766  -1.865  -3.477
C  2.522  3.828  1.126
O  2.348  5.244  1.470
C  2.395  6.202  0.519
O  2.625  5.950  -0.653
O  2.291  7.439  1.082
C  2.254  8.608  0.249
H  1.533  3.399  0.963
H  2.942  3.307  1.986
H  3.176  3.729  0.259
H  1.264  8.902  -0.101
H  2.937  8.525  -0.596
H  2.487  9.514  0.810
C  -3.752  4.131  5.164
O  -2.783  3.172  4.874
C  -3.086  1.998  4.390
O  -4.244  1.572  4.223
O  -1.929  1.378  4.189
C  -1.829  0.039  3.588
H  -3.289  4.745  5.936
H  -4.572  3.562  5.602
H  -4.059  4.763  4.330
H  -2.127  0.206  2.553
H  -2.614  -0.564  4.044
H  -0.806  -0.327  3.673
C  3.227  -3.695  0.340
O  3.474  -2.431  0.934
C  3.658  -2.323  2.310
O  3.901  -3.244  3.055
O  3.651  -1.058  2.671
C  4.114  -0.698  3.970
H  3.057  -3.636  -0.735
H  2.442  -4.199  0.904
H  4.204  -4.165  0.446
H  4.172  0.382  4.105
H  5.093  -1.113  4.211
H  3.428  -1.103  4.714

Forces on the atoms, in the same order (eV/Å):
-0.452 0.658 1.169
0.794 0.303 0.846
0.666 0.604 -0.355
-0.345 -0.246 -1.537
1.343 0.867 1.393
-1.369 0.493 -1.229
-0.569 -1.979 -0.930
0.341 -0.268 0.194
0.234 -0.288 -0.023
-0.105 -0.189 0.234
-0.090 -0.145 0.064
-0.433 0.329 0.006
-0.328 -0.098 -0.374
1.971 0.126 0.366
-0.035 0.062 0.278
-1.659 0.007 -0.679
1.163 -1.270 0.388
-1.421 0.862 0.111
0.819 0.570 0.112
-0.408 -0.091 0.111
-0.101 0.057 0.062
0.072 -0.106 -0.316
-0.193 -0.081 -0.122
-0.160 -0.351 0.257
0.514 0.470 1.200
1.742 -1.326 -2.460
-0.849 -0.232 1.506
-0.711 0.840 0.714
-0.644 0.439 0.672
1.998 -0.896 -0.113
-1.894 0.911 -0.430
0.538 -0.117 -0.650
-0.011 -0.001 -0.042
-0.191 0.138 -0.093
0.022 -0.186 -0.169
-0.483 -0.040 -0.236
-0.704 -1.631 0.021
0.512 0.772 1.074
-0.375 -1.388 0.179
0.193 1.693 -0.975
-0.422 0.798 -0.268
1.854 -0.115 0.971
-0.287 -0.701 -0.483
-0.028 -0.023 0.084
0.077 0.092 -0.012
-0.068 -0.159 -0.281
-0.600 0.492 -0.212
-0.109 -0.125 -0.205
0.366 1.379 -0.218
-1.112 -1.032 0.803
2.453 -0.013 -2.576
-3.162 1.968 3.392
2.475 -1.501 -1.950
-1.184 -0.245 0.612
-0.219 -0.133 -0.151
0.075 -0.427 0.080
0.297 0.013 0.089
-0.199 0.197 0.318
0.004 -0.012 -0.233
0.207 -0.108 -0.113
0.198 0.362 -0.057
-0.635 -2.198 -1.110
0.169 2.322 -0.708
0.078 -1.099 1.127
-0.115 -1.286 0.872
-0.107 0.525 -1.007
0.474 0.396 0.326
-0.308 -0.218 -0.254
-0.206 0.676 0.253
0.002 0.027 -0.037
0.232 0.265 0.652
0.056 0.222 0.136
0.537 -0.421 -0.556
-0.112 0.486 -0.003
-0.695 -0.029 -0.002
0.661 0.166 0.135
0.846 0.511 -0.479
-1.239 -1.237 1.766
-0.494 -0.270 0.964
-0.523 -0.492 -0.226
0.284 0.441 0.296
0.384 0.408 -0.642
0.626 -0.264 -0.568
-0.239 0.725 -0.655
-0.371 0.856 -0.233
-0.097 0.675 0.471
1.223 -0.801 -1.271
-0.654 0.815 1.217
-0.454 -0.863 0.145
0.025 0.451 -0.604
0.154 0.153 -0.316
0.188 0.527 0.101
-0.200 -0.021 0.035
-0.333 -0.972 -0.234
-0.097 -0.151 0.082
0.670 -0.574 0.637
-0.751 -0.249 1.184
1.749 0.642 -0.437
-2.577 -1.607 -0.506
2.720 0.590 0.062
0.899 -0.737 -0.018
-1.843 1.587 -0.051
-0.180 0.137 -0.094
-0.513 0.585 -0.123
0.082 -0.356 -0.215
0.363 -0.420 -0.201
0.391 -0.393 0.100
-0.311 0.274 0.235
1.355 -0.631 1.021
-0.581 2.376 1.791
0.832 -1.656 -1.431
-0.271 0.298 -0.442
-0.147 1.258 -0.872
-0.048 -0.714 1.067
-0.426 0.671 0.292
0.089 -0.215 -0.427
-0.285 -0.987 -0.013
-0.240 -0.104 -0.676
0.039 -0.116 -0.405
-0.081 0.039 0.039

Löwdin atomic charge list, values in e, 8 entries: 0.026 -0.256 -0.010 -0.054 -0.123 -0.104 -0.020 0.111